Below is a gas-phase ion, C2H3OS3 (charge -1), with properties calculated with ωB97M-V/def2-TZVPD.

Structure (ORCA input):
```
! wB97M-V def2-TZVPD RIJCOSX def2/J DEFGRID3
* xyz -1 1
C -0.869 0.452 0.168
C 0.462 -0.157 -0.330
O -0.869 1.620 0.535
S -2.171 -0.604 0.126
S 0.814 -1.767 0.431
S 1.813 1.014 -0.158
H 0.363 -0.427 -1.605
H -0.515 -2.028 0.436
H 0.970 1.900 0.397
*
```

Summary:
* energy relative to the best compared isomer or geometry (same formula, charge and spin): 1.5 kcal/mol
* orbital gap: 7.30 eV
* E: -36677.0701 eV
* SMILES: [O-]C(=S)C(S)S